DFT (wB97M-V/def2-TZVPD) results for a molecular structure, C2H7ClN2O7P2S.

```
22
Properties=species:S:1:pos:R:3
N 2.38850 -1.25134 -0.30412
P 1.86962 0.24062 -0.37820
O 2.84075 1.20897 0.58638
O 2.09639 0.83744 -1.92607
C 0.10108 0.45616 0.21632
N 0.17266 0.22184 1.69335
O -0.43708 1.81309 0.16660
S -2.06062 1.58444 0.58513
O -2.12294 2.15056 1.94102
O -3.04832 2.15545 -0.35418
O -2.16626 -0.08993 0.46268
C -1.05240 -0.35570 -0.44411
P -0.84981 -2.20789 -0.77659
O -2.39406 -2.86955 -0.72581
Cl -0.22947 -2.37238 -2.77420
H 1.64153 -1.85321 0.04970
H 3.39751 0.57205 1.05353
H 2.53001 1.69548 -1.80455
H 1.03592 -0.30585 1.83702
H 0.30792 1.15604 2.08066
H -1.36050 0.17142 -1.38122
H -2.66043 -2.95771 0.19665
```

Computed properties:
- LUMO level: -0.22 eV
- Gap between HOMO and LUMO: 9.44 eV
- Max |F|: 4.4 eV/A
- Charge: 0

DFT (wB97M-V/def2-TZVPD) results for a single C2H7NOSi molecule.

```
12
Properties=species:S:1:pos:R:3
C 0.16359 1.14400 -1.25632
C 1.22837 0.45915 -0.42561
N 0.88632 -0.48004 0.28642
Si -0.35819 -1.48104 0.71643
O -1.64514 -0.28796 1.92250
H -0.14061 2.00637 -0.71407
H 0.36052 1.42625 -2.28467
H -0.70770 0.52150 -1.31327
H 2.21765 0.82970 -0.65778
H -1.01730 -1.70253 -0.50492
H 0.03405 -2.51638 1.60025
H -1.02156 0.08097 2.63103
```

Computed properties:
- LUMO level: 0.34 eV
- Gap between HOMO and LUMO: 9.56 eV
- Max |F|: 5.5 eV/A
- SMILES string: C/C=N\[SiH2]O
- Charge: 0

DFT (wB97M-V/def2-TZVPD) results for 8 unconnected molecules or ions with the total composition C5H26NO7S.

```
40
Properties=species:S:1:pos:R:3
C 0.16730 0.52621 -1.92360
N 0.57909 -0.65095 -1.15716
C 1.90418 -0.46868 -0.50838
C 3.01581 -0.86480 -1.46008
S 2.59691 -2.48399 -2.36640
C -1.23959 0.90344 -1.38198
C -2.17831 1.51989 -2.38563
H 0.20838 0.22191 -2.99574
H 0.79085 1.42606 -1.78950
H 0.74701 -1.50645 -1.69480
H 1.94149 -1.03763 0.41752
H 2.21633 0.53320 -0.13316
H 3.55954 -0.17064 -2.07958
H 3.95736 -1.26539 -0.99833
H -1.00498 1.54799 -0.52431
H -1.71536 0.18717 -0.68277
H -1.56490 2.08332 -3.10343
H -2.50017 0.76808 -3.11999
H -2.96671 2.17317 -2.03637
H -0.14581 -2.25300 -3.53334
H -1.25672 -1.26920 -3.08576
O -1.09920 -2.19513 -3.32055
H -0.82195 -2.41845 -0.35933
H -2.36097 -2.46234 -0.28468
O -1.57525 -2.70849 0.18340
H -0.90332 2.37724 1.18094
H -0.90995 2.32004 2.68059
O -0.47158 2.78885 1.93802
H -0.72352 -1.31643 1.30465
H 0.24445 -0.34842 0.90254
O -0.30561 -0.51303 1.68962
H 0.98764 -0.06593 4.19651
H -0.01098 -1.08361 3.49685
O 0.24497 -0.66038 4.33483
H 1.30878 1.66798 2.83010
H 2.71745 1.82395 2.48480
O 2.19194 1.51922 3.23097
H -2.01764 0.20024 4.08284
H -1.46638 0.39791 2.67141
O -2.14057 0.75705 3.29930
```

Computed properties:
- LUMO level: 2.78 eV
- Gap between HOMO and LUMO: 6.34 eV
- Max |F|: 4.0 eV/A
- Charge: -1

DFT (wB97M-V/def2-TZVPD) results for 4 unconnected molecules or ions with the total composition C8H29BN2O3.

```
43
Properties=species:S:1:pos:R:3
O 1.14499 0.87200 1.06690
H 1.17422 1.51600 0.26634
H 2.11289 0.70545 1.37172
H 0.75243 0.00121 0.77385
B 3.73135 -0.01550 0.79029
H 3.22902 -0.56561 1.74848
H 4.91237 -0.20273 0.76980
H 3.20924 -0.38114 -0.23762
H 3.52627 1.18340 0.87998
C -1.92181 -1.63061 -0.12709
C -0.96973 -2.22484 0.89223
C -1.02249 -3.74322 0.89904
O -0.12019 -4.26642 1.82241
C -0.43794 -5.57704 2.24554
N 0.40897 -1.74817 0.59906
H -1.74122 -2.06592 -1.11179
H -1.69871 -0.56332 -0.18377
H -2.97002 -1.74511 0.14302
H -1.13141 -1.86302 1.90973
H -0.93389 -4.13047 -0.12548
H -2.05195 -3.97562 1.23166
H -0.57463 -6.30253 1.44087
H -1.36314 -5.55285 2.83864
H 0.36416 -5.86407 2.92131
H 1.02302 -2.26207 1.23219
H 0.74608 -2.08006 -0.30454
C -0.12997 4.70840 -1.60363
C -0.05151 3.54177 -0.61519
C -1.38532 2.83884 -0.39967
O -2.17004 2.61247 -1.55453
C -1.64318 1.74645 -2.52270
N 1.06043 2.59968 -0.91508
H 0.88572 4.94959 -1.92036
H -0.56669 5.59855 -1.15158
H -0.73088 4.48374 -2.48521
H 0.22008 4.00162 0.34003
H -1.98829 3.46489 0.25904
H -1.26285 1.88895 0.13891
H -2.35659 1.79120 -3.34454
H -1.50643 0.70287 -2.21795
H -0.68248 2.09440 -2.91994
H 0.97889 2.32959 -1.89300
H 1.93119 3.12926 -0.94738
```

Computed properties:
- LUMO level: 0.52 eV
- Gap between HOMO and LUMO: 9.33 eV
- Max |F|: 1.8 eV/A
- Charge: 0

DFT (wB97M-V/def2-TZVPD) results for a molecular structure, C36H90N6.

```
132
Properties=species:S:1:pos:R:3
C 2.30537 -1.52222 1.49107
C 3.21426 -1.09431 0.41274
N 4.35660 -1.92216 0.16812
C 5.15972 -2.15828 1.37535
C 5.69136 -0.90291 2.16513
C 5.12710 -1.31125 -0.93984
C 6.38983 -2.13097 -1.30082
H 2.47743 -0.87693 2.35252
H 2.30647 -2.58550 1.73095
H 1.26929 -1.26082 1.27589
H 2.71017 -1.15621 -0.55171
H 3.46833 -0.06409 0.66214
H 4.57568 -2.75821 2.07326
H 6.07379 -2.72586 1.20094
H 6.40661 -1.29781 2.88664
H 6.24323 -0.15700 1.59315
H 4.92769 -0.26218 2.60599
H 5.49366 -0.34172 -0.60259
H 4.48981 -1.31286 -1.82413
H 7.28207 -1.88673 -0.72431
H 6.66968 -1.75132 -2.28349
H 6.37180 -3.22003 -1.34219
C 2.91896 3.62617 -0.33530
C 1.96278 4.46660 0.51741
N 0.60843 4.07071 0.32713
C 0.23788 4.37292 -1.07520
C -1.06859 3.55368 -1.35348
C -0.37664 4.72878 1.22591
C 0.04224 4.43578 2.73851
H 2.74879 3.42076 -1.39216
H 2.76197 2.58475 -0.05442
H 3.95517 3.92344 -0.17409
H 2.29195 4.13300 1.50151
H 2.01496 5.55504 0.54350
H -0.01650 5.42071 -1.23501
H 0.94596 4.09443 -1.85568
H -0.93429 2.49829 -1.11641
H -1.89345 4.09182 -0.88647
H -1.10921 3.51376 -2.44200
H -1.35655 4.26274 1.12261
H -0.54200 5.78614 1.01911
H -0.78089 4.73524 3.38727
H 0.93530 4.87633 3.18175
H 0.10837 3.35433 2.85758
C -0.81157 0.68673 3.50317
C 0.49190 1.34617 3.01600
N 1.71634 0.46367 2.94916
C 2.79135 1.19938 2.33184
C 2.74125 1.46124 0.83086
C 2.08175 0.00751 4.24779
C 2.78221 -1.28894 4.31301
H -1.80564 1.08868 3.30733
H -0.72723 0.57039 4.58365
H -0.95104 -0.30011 3.06182
H 0.31262 1.83781 2.05983
H 0.78571 2.09334 3.75322
H 2.74472 2.15482 2.85439
H 3.72820 0.70827 2.59498
H 2.97355 0.54925 0.28095
H 1.73987 1.78417 0.54618
H 3.47066 2.21826 0.54277
H 1.27281 -0.19665 4.94925
H 2.71723 0.79682 4.64935
H 2.08558 -2.04609 3.95310
H 3.16278 -1.71088 5.24319
H 3.63970 -1.27661 3.64021
C -2.88994 -1.88971 2.20288
C -4.03661 -2.73230 1.53575
N -5.35540 -2.23763 1.98270
C -6.40547 -3.20725 1.82284
C -6.66346 -3.58220 0.39859
C -5.68983 -0.88479 1.48582
C -6.74791 -0.12835 2.28849
H -1.89906 -2.09718 1.79889
H -2.83271 -2.03047 3.28225
H -3.08053 -0.85157 1.93083
H -3.88978 -2.70323 0.45607
H -3.68618 -3.75593 1.66802
H -7.32486 -2.81964 2.26168
H -6.16885 -4.08299 2.42717
H -6.87554 -2.72921 -0.24600
H -7.58450 -4.16513 0.39859
H -5.85068 -4.15001 -0.05427
H -4.85077 -0.21502 1.67421
H -5.96815 -0.87229 0.43202
H -6.75540 0.81704 1.74601
H -7.76739 -0.51200 2.24889
H -6.47424 -0.00946 3.33685
C -1.45861 0.96496 -2.15388
C -0.89894 -0.45750 -1.80426
N 0.16692 -0.44352 -0.79016
C -0.27333 -0.03281 0.60550
C -1.53834 -0.79604 1.14964
C 1.41950 0.27949 -1.07206
C 2.26629 -0.55821 -2.08201
H -2.22037 1.09526 -1.38521
H -1.88723 0.96703 -3.15607
H -0.60672 1.63364 -2.03043
H -1.65267 -1.06169 -1.29932
H -0.54791 -1.12932 -2.58754
H 0.56037 -0.29211 1.25805
H -0.62384 0.99419 0.70798
H -1.63891 -1.76336 0.65744
H -1.45301 -0.74557 2.23512
H -2.37554 -0.15512 0.87321
H 1.98664 0.38083 -0.14675
H 1.30140 1.28865 -1.46672
H 3.34056 -0.37431 -2.06700
H 1.89847 -0.45066 -3.10242
H 2.13974 -1.63335 -1.95485
C 0.44416 0.25568 -5.82163
C -0.80471 0.19515 -4.90167
N -1.53536 -1.12240 -4.93132
C -0.62694 -2.07161 -4.21302
C -1.21820 -3.41037 -3.64482
C -2.83497 -1.01878 -4.16696
C -3.90469 -0.36546 -5.04481
H 1.01645 1.18205 -5.77245
H 0.18390 0.05281 -6.86048
H 1.16889 -0.53205 -5.61585
H -0.36498 0.49122 -3.94926
H -1.52384 0.95713 -5.20221
H 0.29157 -2.27087 -4.76505
H -0.23084 -1.45991 -3.40244
H -0.44338 -3.89730 -3.05266
H -1.93756 -3.31987 -2.83092
H -1.56866 -4.11875 -4.39549
H -2.71369 -0.70363 -3.13058
H -3.30423 -2.00255 -4.15691
H -4.83645 -0.32182 -4.48087
H -4.10466 -0.99511 -5.91178
H -3.66645 0.65224 -5.35406
```

Computed properties:
- LUMO level: 0.55 eV
- Gap between HOMO and LUMO: 8.05 eV
- Max |F|: 9.4 eV/A
- Charge: 0

DFT (wB97M-V/def2-TZVPD) results for a molecular structure, C21H31BF2MnN4O2Si2Te.

```
65
Properties=species:S:1:pos:R:3
Mn -1.74267 -0.54694 0.74124
O -2.35607 1.23486 4.09924
C -2.14467 0.51466 3.13224
N -1.87387 0.87006 1.86124
C -1.74197 2.17746 1.40734
O -1.42027 3.15586 2.08334
C -2.05737 2.19896 -0.00446
C -2.26777 3.39776 -0.69546
C -2.68387 3.37786 -1.99726
C -2.92397 2.11126 -2.59116
C -2.68877 0.96826 -1.88086
N -2.22567 0.94946 -0.60896
C -2.27867 -0.96534 3.21124
C -3.19067 -1.54684 4.05684
C -3.38227 -2.92894 4.07414
C -2.61827 -3.70324 3.18884
C -1.70997 -3.12934 2.35524
N -1.47497 -1.73734 2.34544
H -2.09547 4.31296 -0.14906
H -2.84417 4.28666 -2.55416
H -3.28417 2.04566 -3.60546
H -2.85597 -0.00354 -2.33256
H -3.77687 -0.89044 4.68184
H -4.09497 -3.38324 4.73994
H -2.74457 -4.77374 3.16034
H -1.08837 -3.71104 1.69004
F 0.50163 -0.30154 2.65334
B -0.14767 -1.25774 1.93974
F 0.70833 -2.21204 1.48194
C 3.30943 2.85256 -0.70556
Si 3.30103 1.84706 0.92024
C 5.06583 1.59956 1.61194
C 2.15073 2.72636 2.15404
C 2.63503 0.10886 0.46564
Te 0.58513 0.53046 -0.05356
C 0.92673 0.34346 -2.18306
Si 1.07833 -1.42024 -2.90846
C 1.98233 -2.61664 -1.73616
C 2.02423 -1.25874 -4.55636
C -0.69507 -2.03294 -3.23366
H 3.70373 3.84896 -0.53826
H 2.28823 2.95106 -1.07276
H 3.91043 2.38996 -1.48326
H 5.51943 2.54926 1.87054
H 5.71393 1.11536 0.88804
H 5.05373 0.99016 2.51014
H 2.59853 3.63266 2.55224
H 1.90373 2.09166 3.00064
H 1.21353 3.00966 1.67334
H 2.68063 -0.56734 1.31264
H 3.14813 -0.33954 -0.37626
H 1.80873 0.94136 -2.39776
H 0.07403 0.84236 -2.64146
H 3.04473 -2.40044 -1.67846
H 1.87783 -3.64494 -2.07026
H 1.57743 -2.54874 -0.73046
H 3.03483 -0.89534 -4.40576
H 1.52423 -0.56734 -5.22576
H 2.09093 -2.21544 -5.06206
H -1.25627 -2.00584 -2.30396
H -0.71497 -3.04874 -3.61366
H -1.20447 -1.40054 -3.95366
N -3.19127 -2.70444 -0.83106
C -2.55517 -1.88144 -0.27816
H -3.70407 -3.33254 -1.40376
```

Computed properties:
- Spin multiplicity: 6
- LUMO level (spin up / spin down): -0.05 / -1.10 eV
- Gap between HOMO and LUMO (spin up / spin down): 5.02 / 7.19 eV
- Max |F|: 4.4 eV/A
- Charge: 0
- <S²>: 8.84